[1]
# C4H9NO

C4H9NO in the gas phase (ωB97M-V/def2-TZVPD, OMol25).

```
15
Properties=species:S:1:pos:R:3:mulliken_charge:R:1
C -0.502 -1.371 0.260 -1.48
C -0.394 0.048 -0.321 0.84
C -1.372 1.088 0.239 -1.37
C 1.009 0.655 -0.209 0.30
N 2.077 -0.188 -0.178 -0.34
O 1.184 1.860 -0.138 -0.63
H -0.132 -1.442 1.289 0.35
H 0.073 -2.086 -0.340 0.38
H -1.534 -1.737 0.249 0.37
H -0.603 -0.037 -1.398 0.11
H -1.138 2.057 -0.205 0.35
H -2.415 0.848 0.006 0.38
H -1.264 1.213 1.323 0.32
H 2.029 -1.166 -0.394 0.17
H 2.981 0.257 -0.184 0.25
```

- largest force on an atom (eV Å⁻¹) = 0.25
- LUMO (Eh) = 0.0320
- E (eV) = -7832.20528
- energy relative to the best compared isomer or geometry (same formula, charge and spin) (eV) = 0.115
- Kohn-Sham gap (eV) = 10.56
- SMILES = CC(C)C(N)=O
- highest occupied orbital energy (eV) = -9.690

[2]
# C33H56HgN6O5Si

A molecular structure, C33H56HgN6O5Si (ωB97M-V/def2-TZVPD, OMol25).

```
102
Properties=species:S:1:pos:R:3:lowdin_spin:R:1
Hg 0.675 0.154 0.046 0.00
O -0.408 -3.475 4.008 0.01
C -0.071 -2.484 3.161 0.00
O 0.531 -2.689 2.146 0.00
C -0.499 -1.155 3.700 0.00
O 0.070 -0.120 2.955 0.00
C -0.313 1.137 3.523 0.00
C 0.218 2.344 2.756 0.00
O 0.146 3.411 3.375 0.00
O 0.649 2.161 1.573 0.00
H -0.112 -4.295 3.590 0.00
H -0.180 -1.114 4.748 0.00
H -1.595 -1.109 3.691 0.00
H 0.075 1.193 4.544 0.00
H -1.405 1.224 3.563 0.00
C -4.021 2.117 -1.230 0.01
N -2.730 2.738 -1.441 0.02
C -2.765 4.170 -1.665 0.01
C -1.546 2.121 -1.068 0.07
N -1.412 1.238 -0.142 0.00
C -2.284 1.137 0.965 0.13
C -2.819 2.326 1.518 0.08
C -3.609 2.303 2.640 0.07
C -3.921 1.085 3.256 0.13
C -3.413 -0.132 2.756 0.01
C -3.728 -1.359 3.401 0.11
C -3.297 -2.575 2.885 0.05
C -2.510 -2.599 1.749 0.07
C -2.112 -1.402 1.111 0.12
N -1.197 -1.539 0.025 0.02
C -1.497 -2.324 -0.937 0.01
N -2.780 -2.634 -1.354 0.00
C -3.899 -1.756 -1.069 0.00
C -3.138 -4.017 -1.592 0.00
N -0.476 -2.903 -1.704 0.00
C 0.362 -3.880 -1.034 0.00
C -0.670 -3.114 -3.122 0.00
C -2.558 -0.134 1.586 0.01
N -0.426 2.412 -1.886 0.01
C 0.510 3.403 -1.363 0.01
C -0.672 2.538 -3.311 0.00
H -4.566 2.571 -0.398 0.00
H -3.895 1.065 -1.008 0.00
H -4.621 2.216 -2.143 0.00
H -3.531 4.626 -1.028 0.00
H -3.003 4.419 -2.706 0.00
H -1.810 4.624 -1.408 0.00
H -2.520 3.277 1.086 0.01
H -3.980 3.234 3.052 0.00
H -4.534 1.062 4.149 0.01
H -4.328 -1.326 4.303 0.00
H -3.551 -3.505 3.383 0.00
H -2.134 -3.541 1.360 0.00
H -3.539 -0.756 -0.854 0.00
H -4.482 -2.097 -0.208 0.00
H -4.550 -1.718 -1.949 0.00
H -2.255 -4.652 -1.552 0.00
H -3.612 -4.143 -2.572 0.00
H -3.840 -4.362 -0.826 0.00
H 0.567 -3.550 -0.018 0.00
H 1.303 -3.985 -1.567 0.00
H -0.113 -4.875 -0.998 0.00
H -1.365 -2.372 -3.510 0.00
H -1.057 -4.114 -3.369 0.00
H 0.288 -2.993 -3.633 0.00
H 0.593 3.292 -0.281 0.00
H 0.202 4.432 -1.603 0.00
H 1.496 3.247 -1.800 0.00
H -1.051 3.528 -3.608 0.00
H -1.384 1.779 -3.634 0.00
H 0.270 2.375 -3.842 0.00
C 3.608 -1.807 0.322 0.00
Si 3.117 -0.098 -0.316 0.00
C 4.084 1.136 0.786 0.00
C 3.653 2.593 0.559 0.00
C 5.602 1.044 0.583 0.00
C 3.760 0.767 2.244 0.00
C 3.649 -0.084 -2.167 0.00
C 3.467 1.299 -2.798 0.00
C 2.752 -1.067 -2.922 0.00
C 5.102 -0.538 -2.358 0.00
H 4.695 -1.948 0.348 0.00
H 3.168 -2.599 -0.293 0.00
H 3.217 -1.938 1.333 0.00
H 3.781 2.903 -0.483 0.00
H 4.267 3.258 1.184 0.00
H 2.611 2.739 0.847 0.00
H 5.907 1.475 -0.374 0.00
H 5.970 0.013 0.628 0.00
H 6.105 1.615 1.375 0.00
H 2.680 0.738 2.416 0.00
H 4.186 1.523 2.917 0.00
H 4.181 -0.206 2.517 0.00
H 2.444 1.662 -2.656 0.00
H 3.662 1.253 -3.878 0.00
H 4.152 2.035 -2.368 0.00
H 1.692 -0.816 -2.801 0.00
H 2.906 -2.087 -2.561 0.00
H 2.994 -1.051 -3.995 0.00
H 5.813 0.151 -1.902 0.00
H 5.331 -0.593 -3.431 0.00
H 5.272 -1.531 -1.929 0.00
```

- largest force on an atom (eV Å⁻¹) = 0.68
- net charge = -1
- LUMO (spin up / spin down) (Eh) = 0.0889 / 0.0887
- E (eV) = -66361.67944
- <S²> = 0.773
- Kohn-Sham gap (spin up / spin down) (eV) = 3.55 / 6.22
- highest occupied orbital energy (spin up / spin down) (eV) = -1.127 / -3.809
- 2S+1 = 2

[3]
# C3H7OP

2 unconnected molecules or ions with the total composition C3H7OP at a distorted geometry (ωB97M-V/def2-TZVPD, OMol25).

```
12
Properties=species:S:1:pos:R:3:mulliken_charge:R:1
C 0.790 -0.606 -1.613 -0.78
C 1.197 0.004 -0.507 -0.01
C 0.311 0.367 0.591 0.01
O 0.906 0.435 1.796 -0.41
P -1.466 -0.032 0.457 -0.04
H 1.466 -0.832 -2.419 0.25
H -0.243 -0.889 -1.748 0.22
H 2.232 0.279 -0.362 0.32
H 0.075 2.154 0.083 0.08
H 0.268 0.673 2.485 0.30
H -1.767 0.390 1.758 0.00
H -1.345 -1.360 0.899 0.06
```

- largest force on an atom (eV Å⁻¹) = 3.76
- LUMO (spin up / spin down) (Eh) = 0.0043 / 0.0043
- E (eV) = -14556.61689
- energy relative to the best compared isomer or geometry (same formula, charge and spin) (eV) = 3.603
- Kohn-Sham gap (spin up / spin down) (eV) = 8.51 / 8.51
- highest occupied orbital energy (spin up / spin down) (eV) = -8.393 / -8.393

[4]
# C10H24O2Si3

A molecular structure, C10H24O2Si3 at a distorted geometry (ωB97M-V/def2-TZVPD, OMol25).

```
39
Properties=species:S:1:pos:R:3:mulliken_charge:R:1
O -0.983 0.340 -1.896 -0.40
O -0.120 0.308 0.704 -0.20
C 0.121 3.750 -0.275 -0.50
C 1.320 3.273 -0.671 -0.61
C -1.055 2.840 -0.398 -0.82
C 1.381 1.899 -1.217 -0.45
C 0.197 -2.351 -1.859 -0.98
C -2.434 -1.752 -0.273 -0.93
C -2.338 -1.745 -3.298 -1.24
C 2.267 -1.276 1.279 -1.16
C 1.649 1.251 2.963 -1.14
C -0.094 -1.261 3.117 -1.20
Si -0.240 1.188 -0.710 0.05
Si -1.363 -1.301 -1.769 0.80
Si 0.893 -0.173 1.955 0.74
H 0.049 4.713 0.222 0.38
H 2.232 3.848 -0.484 0.40
H -1.591 2.840 0.552 0.39
H -1.748 3.123 -1.165 0.48
H 1.459 1.992 -2.326 0.40
H 2.277 1.354 -0.862 0.34
H 0.637 -2.408 -0.860 0.14
H -0.118 -3.327 -2.235 0.42
H 0.937 -1.952 -2.547 0.29
H -2.190 -2.735 0.087 0.34
H -3.497 -1.746 -0.528 0.36
H -2.192 -1.028 0.515 0.16
H -2.992 -2.582 -3.077 0.33
H -2.962 -0.936 -3.654 0.32
H -1.673 -2.030 -4.122 0.32
H 3.203 -0.911 1.702 0.41
H 2.325 -1.127 0.198 0.29
H 2.171 -2.341 1.498 0.35
H 0.958 1.680 3.654 0.32
H 2.584 0.936 3.459 0.37
H 1.880 2.072 2.251 0.26
H 0.440 -1.511 4.027 0.36
H -0.399 -2.186 2.638 0.31
H -0.990 -0.728 3.405 0.31
```

- largest force on an atom (eV Å⁻¹) = 1.81
- LUMO (Eh) = 0.0293
- E (eV) = -38494.29185
- energy relative to the best compared isomer or geometry (same formula, charge and spin) (eV) = 0.000
- Kohn-Sham gap (eV) = 9.89
- highest occupied orbital energy (eV) = -9.094

[5]
# C4H12

2 unconnected molecules or ions with the total composition C4H12 at a distorted geometry (ωB97M-V/def2-TZVPD, OMol25).

```
16
Properties=species:S:1:pos:R:3:mulliken_charge:R:1
C -2.137 0.528 -0.571 -0.76
C -1.802 -0.857 -1.139 -0.84
H -2.877 0.557 0.222 0.27
H -1.198 1.032 -0.363 0.17
H -2.591 1.119 -1.379 0.32
H -1.508 -1.441 -0.267 0.26
H -2.677 -1.314 -1.609 0.35
H -1.098 -0.814 -1.966 0.26
C 1.427 0.255 0.341 -0.67
C 2.530 0.052 1.371 -1.03
H 1.489 -0.488 -0.448 0.28
H 0.446 0.234 0.822 0.17
H 1.457 1.276 -0.046 0.32
H 2.527 0.790 2.173 0.31
H 3.478 0.304 0.886 0.29
H 2.539 -0.960 1.763 0.31
```

- largest force on an atom (eV Å⁻¹) = 2.01
- LUMO (Eh) = 0.0427
- E (eV) = -4342.22945
- energy relative to the best compared isomer or geometry (same formula, charge and spin) (eV) = 0.299
- Kohn-Sham gap (eV) = 12.72
- SMILES = CC.CC
- highest occupied orbital energy (eV) = -11.555

[6]
# C4H5NO

C4H5NO in the gas phase (ωB97M-V/def2-TZVPD, OMol25).

```
11
Properties=species:S:1:pos:R:3:mulliken_charge:R:1
C -0.003 -0.013 -1.559 -0.63
C 1.037 -0.112 -0.728 -0.02
C 0.972 -0.203 0.746 0.08
N -0.004 -0.104 1.552 -0.40
C -1.327 0.201 1.274 0.03
O -1.723 1.280 0.900 -0.46
H -1.042 0.003 -1.238 0.23
H 0.176 0.058 -2.626 0.25
H 2.058 -0.113 -1.122 0.26
H 1.939 -0.402 1.213 0.33
H -2.025 -0.623 1.532 0.32
```

- largest force on an atom (eV Å⁻¹) = 0.38
- LUMO (Eh) = -0.0080
- E (eV) = -7765.03371
- energy relative to the best compared isomer or geometry (same formula, charge and spin) (eV) = 1.493
- Kohn-Sham gap (eV) = 9.64
- SMILES = C=C/C=N\C=O
- highest occupied orbital energy (eV) = -9.857

[7]
# C41H48ClN6O3Tc

A molecular structure, C41H48ClN6O3Tc at a distorted geometry (ωB97M-V/def2-TZVPD, OMol25).

```
100
Properties=species:S:1:pos:R:3:lowdin_spin:R:1
Tc 0.837 1.404 -1.379 2.52
O 0.254 2.881 -2.604 0.10
C -0.592 2.785 -3.571 0.01
C -1.296 3.931 -4.005 0.01
C -2.200 3.870 -5.034 0.01
C -2.445 2.666 -5.699 0.02
C -1.745 1.543 -5.337 0.00
C -0.818 1.561 -4.282 0.02
C 0.013 0.428 -4.069 0.03
N 0.788 0.213 -3.049 0.00
C 1.829 -0.769 -3.254 0.01
C 3.015 0.039 -3.803 0.00
N 3.215 1.091 -2.857 0.06
C 3.946 2.099 -3.101 0.01
C 4.240 3.083 -2.101 0.01
C 5.251 4.008 -2.360 0.00
C 5.731 4.845 -1.377 0.01
C 5.196 4.757 -0.094 0.00
C 4.149 3.911 0.172 0.01
C 3.593 3.059 -0.822 0.00
O 2.573 2.339 -0.537 0.09
H -1.106 4.857 -3.483 0.00
H -2.725 4.762 -5.335 0.00
H -3.169 2.628 -6.497 0.00
H -1.912 0.612 -5.859 0.00
H 0.040 -0.298 -4.881 0.00
H 1.521 -1.551 -3.952 0.00
H 2.123 -1.208 -2.301 0.00
H 2.783 0.426 -4.806 0.00
H 3.914 -0.582 -3.877 0.00
H 4.446 2.230 -4.068 0.00
H 5.679 4.031 -3.353 0.00
H 6.519 5.545 -1.593 0.00
H 5.596 5.366 0.703 0.00
H 3.731 3.871 1.168 0.00
C 0.121 2.487 1.622 0.00
N -0.059 3.000 0.266 0.01
C 0.560 4.319 0.175 0.00
C -1.486 3.114 -0.072 0.00
C -2.059 1.806 -0.549 0.01
C -3.419 1.564 -0.396 -0.01
C -3.985 0.408 -0.901 0.02
C -3.177 -0.511 -1.545 0.00
C -1.818 -0.279 -1.658 0.02
C -1.219 0.893 -1.195 -0.04
H -0.130 3.253 2.366 0.00
H 1.160 2.188 1.761 0.00
H -0.525 1.627 1.783 0.00
H 0.049 5.031 0.834 0.00
H 0.509 4.677 -0.851 0.00
H 1.602 4.258 0.470 0.00
H -1.582 3.834 -0.893 0.00
H -2.056 3.499 0.785 0.00
H -4.034 2.292 0.115 0.00
H -5.041 0.220 -0.792 0.00
H -3.597 -1.419 -1.951 0.00
H -1.217 -1.042 -2.131 0.00
C -0.758 -5.937 1.458 0.00
C -0.468 -4.435 1.308 0.00
C 0.472 -4.249 0.100 0.00
C -1.790 -3.734 0.984 0.00
C 0.233 -3.895 2.606 0.00
O 1.592 -4.299 2.618 0.00
C -0.354 -4.391 3.959 0.00
C -1.814 -4.138 4.368 0.00
C -2.213 -2.697 4.528 0.00
C -1.534 -1.865 5.414 0.00
C -1.868 -0.530 5.543 0.00
C -2.909 -0.012 4.787 0.00
Cl -3.311 1.665 4.910 0.00
C -3.638 -0.832 3.942 0.00
C -3.287 -2.166 3.822 0.00
C 0.310 -2.351 2.708 0.00
N 0.893 -1.639 1.606 0.01
C 0.275 -0.789 0.787 0.01
N 1.167 -0.189 0.002 0.01
C 2.345 -0.735 0.407 0.01
N 2.200 -1.598 1.373 0.00
H -1.208 -6.308 0.541 0.00
H -1.458 -6.135 2.264 0.00
H 0.150 -6.508 1.634 0.00
H 0.286 -5.030 -0.634 0.00
H 1.515 -4.307 0.402 0.00
H 0.305 -3.290 -0.386 0.00
H -2.157 -4.114 0.034 0.00
H -1.675 -2.659 0.887 0.00
H -2.547 -3.934 1.732 0.00
H 1.646 -5.262 2.622 0.00
H 0.291 -3.957 4.727 0.00
H -0.195 -5.470 3.995 0.00
H -1.937 -4.627 5.339 0.00
H -2.500 -4.631 3.679 0.00
H -0.731 -2.263 6.015 0.00
H -1.333 0.105 6.230 0.00
H -4.474 -0.436 3.389 0.00
H -3.873 -2.799 3.172 0.00
H 0.954 -2.150 3.568 0.00
H -0.683 -1.944 2.882 0.00
H -0.783 -0.640 0.749 0.00
H 3.291 -0.482 -0.024 0.00
```

- largest force on an atom (eV Å⁻¹) = 2.26
- net charge = +1
- LUMO (spin up / spin down) (Eh) = -0.1030 / -0.1414
- E (eV) = -73095.57483
- <S²> = 3.783
- Kohn-Sham gap (spin up / spin down) (eV) = 7.06 / 6.04
- highest occupied orbital energy (spin up / spin down) (eV) = -9.864 / -9.886
- 2S+1 = 4

[8]
# C32H22BrF2N6O2ReS2

A molecular structure, C32H22BrF2N6O2ReS2 (ωB97M-V/def2-TZVPD, OMol25).

```
68
Properties=species:S:1:pos:R:3:lowdin_spin:R:1
Re 0.029 -0.042 -0.227 0.85
N -0.399 3.912 -1.929 0.00
C -0.506 2.813 -1.167 0.00
S -0.971 1.327 -1.934 -0.01
N -0.312 2.922 0.127 0.01
N -0.505 1.722 0.734 0.00
C -0.956 1.697 1.944 0.01
C -1.234 0.381 2.471 0.00
C -1.803 0.157 3.721 0.00
C -2.098 -1.137 4.100 0.00
C -1.821 -2.177 3.218 0.00
C -1.258 -1.884 1.995 0.01
N -0.957 -0.634 1.622 0.00
H -0.634 3.875 -2.905 0.00
H -0.354 4.810 -1.476 0.00
H -1.164 2.615 2.477 0.00
H -2.012 0.997 4.368 0.00
H -2.546 -1.338 5.063 0.00
H -2.051 -3.203 3.467 0.00
H -1.048 -2.661 1.270 0.00
F -5.290 -1.010 -0.859 0.00
C -4.045 -1.468 -1.030 0.00
C -2.984 -0.651 -0.699 0.01
C -1.682 -1.110 -0.867 -0.01
C -1.470 -2.413 -1.353 0.01
C -2.586 -3.187 -1.686 0.00
F -2.420 -4.433 -2.159 0.00
C -3.880 -2.745 -1.537 0.01
C -0.081 -2.849 -1.438 0.01
C 0.375 -4.051 -1.976 0.00
C 1.729 -4.317 -2.003 0.01
C 2.615 -3.375 -1.502 0.00
C 2.102 -2.209 -0.985 0.01
N 0.788 -1.950 -0.925 0.00
H -3.191 0.346 -0.336 0.00
H -4.722 -3.365 -1.805 0.00
H -0.327 -4.757 -2.383 0.00
H 2.090 -5.244 -2.427 0.00
H 3.684 -3.525 -1.532 0.00
H 2.761 -1.423 -0.639 0.00
S 3.471 -1.521 2.640 0.00
C 1.955 -1.349 1.890 0.00
N 1.726 -0.230 1.266 0.00
C 2.814 0.639 1.407 0.00
C 2.862 1.983 1.033 0.00
C 4.002 2.700 1.323 0.00
C 5.091 2.113 1.980 0.00
C 5.039 0.803 2.399 0.00
C 3.881 0.080 2.120 0.00
H 1.248 -2.166 1.903 0.00
H 2.022 2.452 0.543 0.00
H 4.055 3.743 1.041 0.00
H 5.974 2.703 2.182 0.00
H 5.858 0.355 2.944 0.00
Br 6.710 3.256 -5.054 0.00
C 5.223 2.379 -4.280 0.00
C 4.792 2.758 -3.018 0.00
C 3.708 2.111 -2.453 0.00
C 3.058 1.091 -3.140 0.00
C 3.496 0.734 -4.412 0.00
C 4.581 1.374 -4.987 0.00
C 1.883 0.365 -2.568 0.00
O 1.250 -0.440 -3.223 0.02
O 1.590 0.684 -1.321 0.04
H 5.300 3.553 -2.490 0.00
H 3.354 2.406 -1.480 0.00
H 2.973 -0.050 -4.942 0.00
H 4.924 1.099 -5.974 0.00
```

- largest force on an atom (eV Å⁻¹) = 0.74
- net charge = +1
- LUMO (spin up / spin down) (Eh) = -0.1332 / -0.1613
- E (eV) = -145852.09605
- <S²> = 0.757
- energy relative to the best compared isomer or geometry (same formula, charge and spin) (eV) = 0.000
- Kohn-Sham gap (spin up / spin down) (eV) = 6.90 / 5.91
- highest occupied orbital energy (spin up / spin down) (eV) = -10.521 / -10.302
- 2S+1 = 2